(1)
86
Properties=species:S:1:pos:R:3:forces:R:3:lowdin_charge:R:1 method="wB97M-V/def2-TZVPD" charge=-1 multiplicity=2 e_lumo_ha="0.0675 / 0.0675" orbital_gap_ev="2.4752 / 7.4835" molar_mass_g_mol=678.32 e_tot_ha=-4844.8371
C 3.621181 -1.244186 -0.727325 0.93 -0.26 -0.66 -0.10
C 4.524681 -1.873056 0.346595 0.81 -0.35 -1.04 -0.24
N 5.969291 -1.459696 0.278305 0.99 -0.61 -0.57 -0.15
C 6.188461 -0.081396 0.706585 -0.78 0.01 -0.15 -0.27
C 5.872461 0.189854 2.165345 0.46 -0.30 1.89 -0.10
C 6.790461 -1.743556 -1.013165 -0.14 -0.90 0.70 -0.23
C 6.849911 -3.210546 -1.456595 -1.21 -0.32 0.72 -0.12
H 3.665881 -0.156266 -0.676985 -0.72 0.06 0.52 0.05
H 2.621681 -1.674276 -0.791455 -0.05 0.43 0.41 0.05
H 4.020301 -1.379926 -1.732495 0.31 -0.50 -0.13 0.07
H 4.062491 -1.711096 1.320375 0.58 0.56 0.21 0.06
H 4.555521 -2.962546 0.333795 -0.24 -0.15 -0.60 0.10
H 7.245791 0.140664 0.562225 -0.15 0.25 -0.31 0.11
H 5.539261 0.535204 0.084935 0.32 0.74 -0.22 0.10
H 5.780901 1.202334 2.558545 -0.05 0.62 -1.08 0.06
H 5.009471 -0.276366 2.640725 -0.24 -0.41 -0.66 0.06
H 6.704291 -0.133766 2.790995 0.22 -0.53 -0.07 0.06
H 7.865541 -1.603686 -0.900245 -0.09 1.07 1.09 0.10
H 6.546551 -1.155726 -1.898065 -0.59 0.43 0.13 0.10
H 7.117381 -3.854116 -0.618515 -0.32 0.03 0.30 0.07
H 7.618161 -3.467866 -2.185755 -0.16 0.66 -0.37 0.07
H 5.858101 -3.479896 -1.819755 0.13 -0.53 -0.18 0.06
C -1.845609 2.740994 1.529355 1.25 -1.33 -0.89 -0.10
C -0.610449 3.535534 1.189065 0.24 0.42 0.16 -0.26
N 0.742661 3.053284 1.689545 -3.46 1.26 -0.44 -0.16
C 0.734081 3.000814 3.146045 2.10 -0.65 0.22 -0.27
C 1.724981 1.899054 3.472845 -0.49 -0.73 0.84 -0.10
C 1.724181 3.976674 1.141195 0.73 -1.14 -0.65 -0.25
C 2.107411 3.478504 -0.289085 0.24 0.96 0.58 -0.07
H -2.591549 3.127954 0.835135 -0.64 0.15 0.84 0.08
H -2.013439 2.712334 2.605975 -0.68 0.15 -0.29 0.06
H -1.660489 1.734514 1.154055 -0.22 -0.44 0.31 0.06
H -0.636569 3.693574 0.110895 0.66 -0.40 -0.11 0.11
H -0.907839 4.517094 1.558095 0.85 0.76 0.43 0.10
H 1.122971 3.872284 3.672735 -0.06 0.87 -0.41 0.11
H -0.173859 2.777604 3.706335 -0.48 -0.15 -0.92 0.11
H 2.747681 2.013864 3.113695 -0.06 0.48 0.02 0.07
H 1.701781 1.817814 4.559565 0.51 -0.42 0.18 0.07
H 1.365381 0.971414 3.027555 -0.03 -0.04 0.21 0.02
H 2.643831 3.927764 1.724255 0.01 -0.07 0.24 0.10
H 1.362261 4.999624 1.244495 -0.02 0.33 -0.50 0.11
H 2.769811 4.194744 -0.775235 -0.10 0.28 -0.09 0.07
H 1.255681 3.303084 -0.946265 0.04 -0.09 0.18 0.06
H 2.721631 2.582244 -0.202175 -0.35 -0.25 0.12 0.06
C -4.483199 -2.766286 2.021995 -0.71 0.82 0.15 -0.08
C -5.944589 -2.242716 1.826205 0.18 -1.12 -1.13 -0.25
N -6.090329 -1.489006 0.604835 0.03 2.56 -1.60 -0.20
C -7.443649 -0.963926 0.400875 -0.97 -1.56 -0.57 -0.28
C -8.474179 -2.009196 -0.050845 -0.18 0.18 0.13 -0.09
C -5.298219 -0.231606 0.554545 2.30 -1.57 -1.57 -0.23
C -4.946729 0.235204 -0.951445 -1.27 0.45 1.74 -0.05
H -3.982639 -1.994116 2.606205 0.58 -0.37 -0.03 0.06
H -3.978989 -2.925896 1.068895 -0.16 0.53 -0.20 0.07
H -4.376139 -3.746176 2.487235 -0.49 0.20 0.52 0.06
H -6.577269 -3.109696 1.636025 -0.23 -0.09 0.54 0.10
H -6.386349 -1.623406 2.606855 0.35 -0.27 0.95 0.11
H -7.807299 -0.488666 1.311905 -0.11 0.22 0.41 0.11
H -7.484279 -0.211296 -0.386525 0.56 0.09 0.17 0.10
H -8.573179 -2.826876 0.663085 -0.04 -0.08 -0.10 0.06
H -9.443939 -1.521526 -0.150065 -0.17 0.05 0.29 0.06
H -8.295869 -2.400746 -1.052345 0.49 -0.13 0.12 0.07
H -4.319909 -0.455136 0.980035 0.18 -0.08 0.07 0.08
H -5.672809 0.543664 1.222935 -0.56 0.42 -0.31 0.11
H -4.329649 -0.415516 -1.571015 0.12 -0.24 0.64 0.06
H -4.479099 1.212504 -0.831815 0.25 -0.01 -0.27 0.06
H -5.857299 0.405974 -1.525715 -0.09 0.02 0.02 0.05
C 0.537231 -2.566146 2.389085 -0.01 -0.91 0.44 -2.09
Cl -0.140349 -2.114416 3.957215 0.12 0.29 0.21 0.52
Cl -0.652809 -3.498976 1.536925 -0.91 -0.51 -0.53 0.54
Cl 0.958541 -1.213306 1.433875 0.35 0.84 -0.24 0.65
Cl 1.923671 -3.652786 2.636865 0.37 0.21 0.19 0.52
C -1.343609 0.513674 -7.586915 -0.22 -0.47 -0.69 -2.04
Cl -1.977859 1.849444 -8.580745 -0.38 1.51 -1.06 0.32
Cl 0.187921 0.889924 -6.756435 2.25 1.11 1.46 0.32
Cl -2.670019 0.028764 -6.421495 -1.55 -0.79 1.47 0.25
Cl -0.883899 -0.838976 -8.655255 -0.04 -1.41 -1.19 0.32
N 0.506301 0.218044 -3.477005 -0.13 -0.91 0.16 0.01
C 1.040021 0.643104 -2.276985 0.05 0.39 -1.38 -0.14
C 0.082211 0.411674 -1.341405 1.08 0.48 1.70 -0.19
C -0.948919 -0.287916 -1.917115 -2.06 -0.51 -0.77 -0.13
C -0.714109 -0.392676 -3.271775 1.07 0.22 0.29 -0.11
H 0.952831 0.165754 -4.381425 0.11 0.30 0.12 0.07
H 2.022881 1.088824 -2.235465 -0.20 0.09 0.01 0.10
H 0.079841 0.693864 -0.298925 0.35 0.14 -0.03 0.05
H -1.834339 -0.553636 -1.358705 -0.10 -0.27 -0.29 0.08
H -1.192249 -0.890666 -4.102315 -0.25 0.25 0.17 0.08

=====

(2)
18
Properties=species:S:1:pos:R:3:forces:R:3:lowdin_charge:R:1 method="wB97M-V/def2-TZVPD" charge=-1 multiplicity=1 e_lumo_ha=0.1404 orbital_gap_ev=6.5608 molar_mass_g_mol=119.21 relative_energy_kj_mol=400.1 e_tot_ha=-666.5942
N -2.601976 -2.510605 -1.130543 0.57 0.50 0.42 -0.04
C -1.550171 -1.820940 -1.443484 1.42 -2.65 0.88 -0.33
C 0.479748 1.459877 2.214032 0.71 -0.67 0.04 -0.69
S 2.061580 0.919022 1.436464 -0.06 -0.13 0.10 0.06
C -0.838866 -0.901465 -0.544478 -2.01 0.37 -2.66 -0.21
N 0.257890 -0.172175 -1.120868 -0.60 -0.39 0.61 -0.13
C -0.102328 1.226760 -1.372079 0.37 -0.05 0.43 -0.17
H -2.400518 -3.462149 -0.859951 -0.56 -0.23 -0.49 0.02
H 0.391969 1.077096 3.233703 0.14 0.14 0.12 -0.02
H -0.995861 -1.944617 -2.396018 -0.29 0.52 -0.36 0.11
H -0.358205 1.004947 1.684978 -0.26 0.49 -0.18 -0.04
H 0.479198 2.546550 2.239971 -0.52 0.07 -0.07 -0.02
H -0.974258 -1.147988 0.505096 0.00 0.53 0.11 0.13
H -1.810212 -0.391817 -1.036669 0.41 0.88 1.42 0.16
H 0.983088 -0.190127 -0.397347 0.44 0.49 0.01 -0.03
H -0.457748 1.755454 -0.482160 0.05 -0.06 0.16 0.06
H -0.900321 1.300390 -2.113838 0.21 -0.12 -0.28 0.07
H 0.806074 1.721405 -1.690399 0.00 0.29 -0.28 0.07

=====

(3)
60
Properties=species:S:1:pos:R:3:forces:R:3:lowdin_charge:R:1 method="wB97M-V/def2-TZVPD" charge=0 multiplicity=1 e_lumo_ha="-0.1268 / -0.1356" orbital_gap_ev="3.8002 / 3.3885" molar_mass_g_mol=918.39 relative_energy_kj_mol=198.8 e_tot_ha=-4136.9008
Au -0.132728 0.182277 -0.116710 0.61 0.11 0.39 1.32
Cl 0.987481 -0.057264 5.185223 -0.26 0.01 0.28 0.74
C 2.056291 -0.015939 3.857742 -0.06 0.10 -1.14 -0.60
C 3.420435 -0.077120 4.068476 0.17 0.00 -0.36 -0.13
C 4.294425 -0.045131 3.003150 -0.48 0.03 -0.48 -0.61
Cl 5.980830 -0.108941 3.322356 0.47 -0.01 0.03 0.71
C 3.832040 0.039531 1.653629 0.57 -0.13 0.78 -0.16
C 4.688455 0.062532 0.539346 0.00 0.01 -0.06 0.01
C 4.163123 0.154385 -0.718991 0.07 -0.01 0.03 -0.02
C 2.778976 0.212376 -0.866929 -0.36 0.03 -0.30 -0.10
N 1.965020 0.177590 0.169618 -0.90 0.29 -0.46 -0.01
C 2.447493 0.100152 1.425330 -0.75 -0.04 1.24 -0.14
C 1.484696 0.090713 2.540903 1.71 -0.06 0.60 -0.42
O 0.267116 0.169798 2.358454 -1.75 -0.09 -0.87 -0.07
H 3.802049 -0.149872 5.076914 0.03 0.00 0.01 0.11
H 5.757071 0.006679 0.690451 0.01 0.01 0.00 0.10
H 4.794650 0.170132 -1.595025 -0.05 0.01 -0.02 0.12
H 2.319837 0.283522 -1.843062 0.01 -0.02 -0.04 0.12
N -9.349146 -5.163070 0.670090 0.02 0.02 0.01 0.17
C -8.473025 -4.427982 0.562450 -0.02 -0.05 0.01 -0.17
C -7.385514 -3.500101 0.413894 0.04 0.12 -0.04 -0.22
C -7.651344 -2.173868 0.084010 -0.02 -0.06 0.04 -0.01
C -6.611838 -1.277608 -0.075955 0.04 0.07 -0.06 0.00
C -5.299683 -1.699690 0.097923 -0.17 -0.21 0.02 -0.15
C -5.028978 -3.018648 0.436016 0.11 0.04 0.02 0.03
C -6.068924 -3.915348 0.588749 -0.05 -0.08 0.02 0.01
N -4.229555 -0.772917 -0.069649 0.37 0.05 -0.09 0.02
C -4.341366 0.603924 -0.130556 0.15 0.07 -0.02 -0.01
C -3.090281 1.089411 -0.298594 0.05 0.12 -0.08 -0.08
N -2.213979 0.027882 -0.353940 0.51 0.28 0.34 -0.05
C -2.920178 -1.075774 -0.204593 -0.07 -0.21 -0.01 -0.07
H -8.673792 -1.849261 -0.049458 0.01 0.01 -0.01 0.13
H -6.840051 -0.258674 -0.350682 0.01 0.01 -0.02 0.11
H -4.016278 -3.358058 0.593418 0.09 -0.05 0.04 0.10
H -5.859118 -4.942135 0.854714 0.02 0.01 -0.01 0.13
H -5.274695 1.123806 -0.033122 -0.01 -0.03 0.02 0.12
H -2.738763 2.099413 -0.393334 -0.01 0.04 0.04 0.11
H -2.505004 -2.069570 -0.208658 -0.03 -0.08 0.04 0.12
C -0.074760 4.553052 -0.092936 -0.13 -0.19 -0.14 0.01
C 0.351754 3.107903 0.107210 1.20 0.24 1.06 -0.65
O 1.273454 2.814601 0.850215 -0.63 0.13 -0.56 0.06
O -0.385968 2.261963 -0.563319 -0.26 -1.54 -0.18 -0.14
H 0.791039 5.202111 0.012109 0.00 -0.08 0.01 0.09
H -0.789639 4.796398 0.694958 0.01 0.00 -0.02 0.09
H -0.552639 4.694758 -1.058987 -0.01 0.06 0.00 0.08
F 1.799670 -3.168138 -2.578581 -0.02 0.01 0.04 0.13
C 0.779460 -3.711386 -1.907575 0.12 -0.03 -0.03 -0.67
F -0.345189 -3.290302 -2.469448 -0.14 0.04 -0.01 0.14
F 0.858061 -5.029583 -2.006676 0.01 0.04 0.05 0.16
S 0.901238 -3.169819 -0.110587 0.92 -0.42 0.03 0.63
O -0.114413 -2.108077 -0.031408 -0.49 1.25 -0.02 -0.41
O 2.265259 -2.772824 0.041870 -0.23 -0.13 0.06 -0.25
N 0.528455 -4.389219 0.782053 -0.35 0.54 -0.24 -0.27
S -1.047278 -4.676808 0.927394 -0.01 -0.35 0.05 0.60
O -1.664072 -4.021359 2.039408 0.00 0.06 0.01 -0.26
O -1.733732 -4.638595 -0.340196 -0.11 0.05 0.02 -0.29
C -0.921446 -6.456625 1.393709 0.13 0.01 0.04 -0.69
F -0.293643 -7.146501 0.449539 0.01 -0.01 -0.03 0.15
F -0.267379 -6.586423 2.541992 -0.01 -0.01 -0.03 0.15
F -2.151224 -6.945348 1.537378 -0.09 0.05 0.00 0.14

=====

(4)
8
Properties=species:S:1:pos:R:3:forces:R:3:lowdin_charge:R:1 method="wB97M-V/def2-TZVPD" smiles="C=[N+]([O-])OO" charge=0 multiplicity=1 e_lumo_ha=0.0328 orbital_gap_ev=10.4147 molar_mass_g_mol=77.04 relative_energy_kj_mol=516.4 e_tot_ha=-320.1459
C 1.390721 -0.053862 0.221014 0.78 0.38 0.15 0.07
N 0.211940 -0.508727 0.049542 -0.75 0.01 -0.30 -0.32
O -0.758947 0.660279 0.211836 0.47 1.07 0.30 -0.11
O -2.111434 0.437640 -0.010890 0.15 -0.99 0.11 0.01
O -0.189838 -1.612631 -0.186478 -0.78 -0.38 -0.18 0.05
H 2.207119 -0.750567 0.153478 -0.09 -0.13 0.02 0.10
H 1.542142 0.984530 0.434975 -0.17 0.18 -0.01 0.09
H -2.291705 0.843339 -0.873476 0.39 -0.14 -0.09 0.11

=====

(5)
16
Properties=species:S:1:pos:R:3:forces:R:3:lowdin_charge:R:1 method="wB97M-V/def2-TZVPD" charge=-1 multiplicity=1 e_lumo_ha=0.1560 orbital_gap_ev=6.6550 molar_mass_g_mol=88.13 relative_energy_kj_mol=284.2 e_tot_ha=-288.2834
C -0.149594 -0.646765 1.495130 -0.70 0.20 -0.73 -0.07
C -0.526195 -0.779180 0.011638 -2.16 3.16 -2.62 -0.53
C 0.355370 0.092394 -0.859446 0.82 0.21 1.21 -0.22
C 0.223031 1.620874 -0.526706 2.76 0.12 -1.93 -0.55
O 0.850683 2.072133 0.571750 -1.28 -0.38 0.60 -0.36
N -0.631817 -2.177497 -0.745159 2.48 1.33 3.47 -0.01
H -1.008562 -0.999741 2.061051 0.17 -0.03 0.59 0.06
H 0.784008 -1.134042 1.793801 -0.11 -0.25 -0.17 0.08
H 0.039389 0.440837 1.575692 -0.10 -0.11 0.35 0.06
H -1.533215 -0.401038 -0.235256 0.09 0.41 1.14 0.13
H 1.397767 -0.230464 -0.660524 -0.12 0.23 -0.54 0.11
H 0.033548 -0.079134 -1.873958 0.22 -0.09 -0.56 0.09
H 0.709352 2.161220 -1.430120 -0.30 -0.67 0.13 0.08
H -0.816156 1.761668 -0.830056 -1.39 0.72 0.99 0.06
H 0.146892 -1.991142 0.056794 -0.59 -4.13 -2.07 0.07
H -1.437899 -2.526462 -0.227528 0.20 -0.70 0.15 0.01

=====

(6)
32
Properties=species:S:1:pos:R:3:forces:R:3:lowdin_charge:R:1 method="wB97M-V/def2-TZVPD" charge=+1 multiplicity=3 e_lumo_ha="-0.2034 / -0.1824" orbital_gap_ev="7.0109 / 7.6246" molar_mass_g_mol=627.03 relative_energy_kj_mol=0.0 e_tot_ha=-5526.3957
V -0.159270 1.567790 0.807763 0.19 -0.13 0.08 0.45
F 5.014723 -2.103236 2.506499 0.01 0.00 0.00 0.17
C 4.035302 -1.225135 2.590357 -0.01 0.00 -0.02 -0.12
C 3.060826 -1.181291 1.600483 0.01 0.01 0.03 -0.13
F 3.095139 -2.005980 0.567528 0.00 -0.01 0.01 0.16
C 2.061024 -0.248009 1.734965 -0.04 -0.03 -0.01 -0.18
F 1.073839 -0.201775 0.762192 0.02 0.07 -0.05 -0.06
C 1.959588 0.647106 2.779117 -0.01 0.02 0.00 -0.46
S 0.641994 1.821000 2.858774 0.00 -0.03 -0.02 0.80
C 2.947043 0.580489 3.752637 0.00 0.01 0.01 -0.22
F 2.914038 1.407884 4.786444 0.00 0.01 -0.01 0.13
C 3.976018 -0.345753 3.662265 0.00 0.00 0.01 -0.12
F 4.906701 -0.392130 4.597441 -0.01 0.00 0.00 0.17
O 1.034946 2.329025 -0.426131 -0.15 -0.02 0.13 -0.27
N 1.319024 3.570463 -0.768777 0.12 0.21 -0.13 0.09
C 0.501057 4.498257 -0.383447 -0.07 -0.29 0.02 -0.25
C 0.709797 5.873238 -0.696476 0.03 0.06 0.00 -0.13
N 0.842412 6.991225 -0.914657 -0.01 0.00 -0.01 0.22
C -0.631660 4.030896 0.364424 -0.02 -0.03 0.04 -0.07
N -1.397760 3.360632 0.913659 -0.07 0.12 -0.05 0.16
Br -4.724839 -0.056818 -1.925496 0.00 0.01 0.02 0.78
C -4.919812 0.859600 -0.293408 0.03 0.01 -0.01 -0.74
C -6.087328 1.575326 -0.062914 -0.01 0.01 0.01 -0.11
C -6.261823 2.258752 1.129811 0.01 -0.01 -0.02 -0.05
C -5.278818 2.233456 2.108182 -0.01 0.01 0.01 -0.06
C -4.110340 1.521039 1.895544 0.02 -0.02 0.04 -0.15
C -3.944473 0.848403 0.695685 0.00 0.04 -0.06 -0.67
I -2.179630 -0.259852 0.416580 -0.02 0.00 0.01 1.20
H -6.854529 1.589340 -0.824144 0.00 0.00 0.00 0.11
H -7.176860 2.810756 1.294659 0.00 0.00 0.00 0.12
H -5.419565 2.760562 3.041507 0.00 0.00 0.00 0.12
H -3.345387 1.484104 2.659903 -0.01 0.00 -0.02 0.10

=====

What did the sixth record say?
32
Properties=species:S:1:pos:R:3:forces:R:3:lowdin_charge:R:1 method="wB97M-V/def2-TZVPD" charge=+1 multiplicity=3 e_lumo_ha="-0.2034 / -0.1824" orbital_gap_ev="7.0109 / 7.6246" molar_mass_g_mol=627.03 relative_energy_kj_mol=0.0 e_tot_ha=-5526.3957
V -0.159270 1.567790 0.807763 0.19 -0.13 0.08 0.45
F 5.014723 -2.103236 2.506499 0.01 0.00 0.00 0.17
C 4.035302 -1.225135 2.590357 -0.01 0.00 -0.02 -0.12
C 3.060826 -1.181291 1.600483 0.01 0.01 0.03 -0.13
F 3.095139 -2.005980 0.567528 0.00 -0.01 0.01 0.16
C 2.061024 -0.248009 1.734965 -0.04 -0.03 -0.01 -0.18
F 1.073839 -0.201775 0.762192 0.02 0.07 -0.05 -0.06
C 1.959588 0.647106 2.779117 -0.01 0.02 0.00 -0.46
S 0.641994 1.821000 2.858774 0.00 -0.03 -0.02 0.80
C 2.947043 0.580489 3.752637 0.00 0.01 0.01 -0.22
F 2.914038 1.407884 4.786444 0.00 0.01 -0.01 0.13
C 3.976018 -0.345753 3.662265 0.00 0.00 0.01 -0.12
F 4.906701 -0.392130 4.597441 -0.01 0.00 0.00 0.17
O 1.034946 2.329025 -0.426131 -0.15 -0.02 0.13 -0.27
N 1.319024 3.570463 -0.768777 0.12 0.21 -0.13 0.09
C 0.501057 4.498257 -0.383447 -0.07 -0.29 0.02 -0.25
C 0.709797 5.873238 -0.696476 0.03 0.06 0.00 -0.13
N 0.842412 6.991225 -0.914657 -0.01 0.00 -0.01 0.22
C -0.631660 4.030896 0.364424 -0.02 -0.03 0.04 -0.07
N -1.397760 3.360632 0.913659 -0.07 0.12 -0.05 0.16
Br -4.724839 -0.056818 -1.925496 0.00 0.01 0.02 0.78
C -4.919812 0.859600 -0.293408 0.03 0.01 -0.01 -0.74
C -6.087328 1.575326 -0.062914 -0.01 0.01 0.01 -0.11
C -6.261823 2.258752 1.129811 0.01 -0.01 -0.02 -0.05
C -5.278818 2.233456 2.108182 -0.01 0.01 0.01 -0.06
C -4.110340 1.521039 1.895544 0.02 -0.02 0.04 -0.15
C -3.944473 0.848403 0.695685 0.00 0.04 -0.06 -0.67
I -2.179630 -0.259852 0.416580 -0.02 0.00 0.01 1.20
H -6.854529 1.589340 -0.824144 0.00 0.00 0.00 0.11
H -7.176860 2.810756 1.294659 0.00 0.00 0.00 0.12
H -5.419565 2.760562 3.041507 0.00 0.00 0.00 0.12
H -3.345387 1.484104 2.659903 -0.01 0.00 -0.02 0.10